This record from the Open Molecules 2025 dataset describes a 7-piece molecular cluster, C33H39N7OP overall. The level of theory is ωB97M-V/def2-TZVPD.

Its charge is -1. Its LUMO energy is 2.575 eV. The calculation puts the total energy at -56618.121 eV. The HOMO energy comes out at -0.109 Eh. For the molar mass, the calculation gives 580.697 g mol⁻¹. The calculation puts the max |F| at 1.1 eV Å⁻¹. The HOMO-LUMO gap comes out at 0.204 hartree. Its relative energy (zero: lowest compared OMol25 entry of this formula, charge and spin) is 0.000 eV.

Last column: Mulliken charge in e.
Cartesian coordinates (Å):
N: 0.737 -2.287 1.903  -0.785
P: 0.202 -1.268 0.783  0.173
C: -1.378 -1.270 0.107  -0.054
C: -2.455 -1.698 1.089  -0.703
C: -3.867 -1.222 0.746  -0.728
O: -3.973 0.181 0.509  -0.223
H: 1.607 -2.724 1.607  0.209
H: 0.384 0.051 1.312  0.008
H: 1.067 -1.194 -0.342  -0.242
H: -1.350 -1.934 -0.767  -0.006
H: -2.232 -1.327 2.108  0.384
H: -2.537 -2.794 1.230  0.275
H: -4.567 -1.526 1.543  0.232
H: -4.213 -1.686 -0.190  0.347
H: -3.461 0.633 1.189  0.149
N: -0.571 -1.355 -3.228  -0.228
C: -0.556 -0.083 -3.593  -0.263
C: 0.058 0.355 -4.757  -0.702
C: 0.660 -0.580 -5.587  -0.086
C: 0.591 -1.923 -5.238  -0.608
C: -0.027 -2.257 -4.037  -0.106
H: -1.013 0.610 -2.894  0.447
H: 0.106 1.414 -4.979  0.398
H: 1.204 -0.251 -6.464  0.370
H: 1.066 -2.686 -5.841  0.394
H: -0.039 -3.285 -3.691  0.379
N: 4.767 -2.415 -3.244  -0.625
C: 5.832 -1.728 -2.834  -0.340
C: 5.857 -0.347 -2.725  -0.157
C: 4.730 0.367 -3.100  -0.573
C: 3.615 -0.330 -3.531  0.117
C: 3.680 -1.718 -3.566  -0.075
H: 6.703 -2.313 -2.555  0.365
H: 6.731 0.156 -2.333  0.388
H: 4.707 1.444 -2.997  0.260
H: 2.699 0.173 -3.811  0.233
H: 2.810 -2.290 -3.867  0.379
N: 4.559 1.514 0.064  -0.298
C: 5.011 2.003 1.217  -0.351
C: 4.502 1.639 2.455  -0.475
C: 3.463 0.720 2.502  -0.380
C: 2.977 0.207 1.311  0.256
C: 3.557 0.636 0.124  -0.208
H: 5.825 2.719 1.152  0.324
H: 4.916 2.068 3.358  0.370
H: 3.039 0.409 3.448  0.421
H: 2.162 -0.507 1.289  -0.153
H: 3.197 0.244 -0.821  0.472
N: -3.558 2.873 3.145  -0.576
C: -2.466 3.622 3.020  -0.245
C: -2.414 4.758 2.223  -0.326
C: -3.528 5.088 1.462  -0.394
C: -4.647 4.272 1.542  -0.231
C: -4.621 3.202 2.422  -0.287
H: -1.590 3.295 3.569  0.383
H: -1.502 5.337 2.167  0.358
H: -3.507 5.932 0.785  0.386
H: -5.519 4.442 0.922  0.476
H: -5.483 2.549 2.519  0.506
N: 3.955 -2.415 6.136  -0.610
C: 4.622 -3.568 6.091  -0.214
C: 4.288 -4.613 5.244  -0.333
C: 3.200 -4.457 4.398  -0.329
C: 2.490 -3.267 4.426  -0.220
C: 2.915 -2.284 5.312  -0.379
H: 5.468 -3.662 6.765  0.340
H: 4.872 -5.525 5.252  0.338
H: 2.906 -5.249 3.719  0.397
H: 1.644 -3.081 3.768  0.525
H: 2.383 -1.339 5.350  0.505
N: -6.605 3.215 -1.231  -0.347
C: -6.073 2.070 -0.806  -0.043
C: -5.894 0.953 -1.610  -0.073
C: -6.300 1.026 -2.931  -0.493
C: -6.866 2.208 -3.389  -0.313
C: -6.995 3.268 -2.505  -0.351
H: -5.745 2.031 0.225  0.262
H: -5.422 0.073 -1.195  0.215
H: -6.169 0.181 -3.596  0.401
H: -7.196 2.315 -4.414  0.354
H: -7.428 4.206 -2.839  0.343



This record from the Open Molecules 2025 dataset describes one molecule with the formula C5H9NS. The level of theory is ωB97M-V/def2-TZVPD.

Its LUMO energy is 0.153 eV. The calculation puts the total energy at -17655.022 eV. The HOMO energy comes out at -0.300 Eh. For the molar mass, the calculation gives 115.201 g mol⁻¹. The calculation puts the max |F| at 3.2 eV Å⁻¹. The HOMO-LUMO gap comes out at 0.306 hartree. The SMILES is CC/C=C/C(N)=S. Its relative energy (zero: lowest compared OMol25 entry of this formula, charge and spin) is 1.171 eV.

Last column: natural (NBO) charge in e.
Cartesian coordinates (Å):
C: -0.898 0.315 -3.086  -0.593
C: 0.363 0.798 -2.367  -0.447
C: 0.479 0.070 -1.065  -0.071
C: -0.395 0.274 -0.126  -0.333
C: -0.262 -0.147 1.298  0.149
H: -0.701 -0.513 -3.688  0.209
H: -1.730 0.114 -2.440  0.204
H: -1.179 1.130 -3.813  0.206
H: 0.412 1.891 -2.223  0.215
H: 1.233 0.643 -3.004  0.213
H: 1.269 -0.628 -0.976  0.222
H: -1.220 0.928 -0.185  0.198
H: -1.736 -0.960 2.697  0.420
H: -2.256 -0.534 1.046  0.393
N: -1.522 -0.526 1.769  -0.791
S: 1.303 -0.391 2.017  -0.195



This record from the Open Molecules 2025 dataset describes C31H32Cl2N4O5Pb as an isolated structure. The level of theory is ωB97M-V/def2-TZVPD.

Its charge is +2. Its LUMO energy is -6.483 eV. The calculation puts the total energy at -79145.499 eV. The HOMO energy comes out at -0.501 Eh. For the molar mass, the calculation gives 818.726 g mol⁻¹. The calculation puts the max |F| at 5.3 eV Å⁻¹. The HOMO-LUMO gap comes out at 0.263 hartree. Its relative energy (zero: lowest compared OMol25 entry of this formula, charge and spin) is 0.010 eV.

Last column: Mulliken charge in e.
Cartesian coordinates (Å):
Pb: -0.059 -0.154 0.167  1.809
C: -3.728 2.777 1.963  -0.786
C: -2.760 2.881 2.950  -0.808
C: -1.422 2.928 2.597  -0.955
C: -1.005 2.871 1.268  0.233
C: -1.991 2.764 0.269  1.073
C: -3.338 2.718 0.638  -0.819
C: 0.484 3.037 1.105  0.557
C: 1.075 4.228 1.586  -0.873
C: 2.431 4.332 1.623  -0.910
C: 3.233 3.267 1.154  1.115
C: 4.649 3.315 1.148  -0.917
C: 5.375 2.284 0.629  -0.662
C: 4.714 1.165 0.071  -0.780
C: 3.349 1.092 0.073  -0.419
C: 2.576 2.133 0.642  -0.078
N: 1.206 2.036 0.655  0.397
H: -4.781 2.762 2.218  0.478
H: -3.043 2.939 3.995  0.502
H: -0.671 3.023 3.373  0.598
H: -4.077 2.651 -0.149  0.607
H: 0.437 5.035 1.921  0.581
H: 2.906 5.230 2.002  0.505
H: 5.144 4.190 1.553  0.446
H: 6.456 2.325 0.624  0.417
H: 5.301 0.374 -0.380  0.447
H: 2.845 0.251 -0.397  0.356
Cl: -0.179 0.334 -7.495  -0.166
C: -0.589 0.353 -5.825  0.086
C: -1.402 -0.729 -5.322  -0.292
C: -1.772 -0.793 -4.028  0.435
Cl: -2.719 -2.114 -3.444  -0.157
C: -1.392 0.234 -3.072  0.132
O: -1.666 0.133 -1.866  -0.773
C: -0.582 1.339 -3.619  1.097
C: -0.142 2.372 -2.870  -0.407
O: -0.445 2.641 -1.590  -0.061
C: -0.180 1.331 -5.015  -1.249
H: -1.710 -1.508 -6.011  0.487
H: 0.571 3.078 -3.283  0.508
H: 0.415 2.152 -5.400  0.456
N: -2.163 -3.753 0.588  -0.274
C: -0.785 -3.367 0.286  1.358
C: 0.092 -3.684 1.482  -1.092
C: 1.501 -3.131 1.351  0.071
N: 1.459 -1.663 1.600  -0.476
C: 2.134 -3.471 -0.002  -1.345
C: 1.233 -3.298 -1.228  0.064
N: 1.106 -1.852 -1.593  -0.558
C: -0.152 -3.912 -0.995  -1.542
H: -2.427 -2.881 1.509  0.584
H: -2.228 -4.713 0.913  0.342
H: -2.757 -3.668 -0.230  0.343
H: -0.856 -2.284 0.161  -1.067
H: 0.160 -4.773 1.582  0.495
H: -0.367 -3.313 2.404  0.368
H: 2.111 -3.593 2.126  0.369
H: 2.410 -1.297 1.621  0.275
H: 1.080 -1.505 2.533  0.265
H: 2.438 -4.519 0.035  0.520
H: 3.061 -2.897 -0.136  0.452
H: 1.706 -3.824 -2.058  0.411
H: 0.535 -1.776 -2.434  0.158
H: 2.026 -1.516 -1.866  0.305
H: -0.039 -4.998 -0.914  0.445
H: -0.800 -3.717 -1.855  0.383
O: -2.656 2.762 -2.022  -0.520
C: -1.801 2.712 -1.210  0.264
C: -3.082 -0.816 3.951  -1.127
C: -2.381 -1.340 2.739  0.600
O: -2.890 -2.445 2.263  -0.603
O: -1.419 -0.749 2.232  -0.594
H: -3.704 -1.579 4.410  0.394
H: -3.713 0.020 3.643  0.206
H: -2.345 -0.439 4.657  0.317



This record from the Open Molecules 2025 dataset describes one molecule with the formula C2H7OP. The level of theory is ωB97M-V/def2-TZVPD.

Its LUMO energy is 0.653 eV. The calculation puts the total energy at -13520.508 eV. The HOMO energy comes out at -0.318 Eh. For the molar mass, the calculation gives 78.051 g mol⁻¹. The calculation puts the max |F| at 2.8 eV Å⁻¹. The HOMO-LUMO gap comes out at 0.342 hartree. The SMILES is O=CC[PH4]. Its relative energy (zero: lowest compared OMol25 entry of this formula, charge and spin) is 3.153 eV.

Last column: natural (NBO) charge in e.
Cartesian coordinates (Å):
O: 0.419 1.916 1.500  -0.526
C: -0.099 1.506 0.527  0.430
C: -0.776 0.178 0.445  -0.855
P: 0.461 -0.996 -0.514  0.633
H: -0.072 2.061 -0.434  0.089
H: -1.687 0.297 -0.146  0.219
H: -0.982 -0.230 1.433  0.227
H: 0.116 -0.338 -1.730  -0.021
H: -0.307 -2.127 -0.113  -0.018
H: 1.523 -0.412 0.242  -0.022
H: 1.404 -1.855 -1.209  -0.156



This record from the Open Molecules 2025 dataset describes one molecule with the formula C5H12O2. The level of theory is ωB97M-V/def2-TZVPD.

Its LUMO energy is 0.807 eV. The calculation puts the total energy at -9474.614 eV. The HOMO energy comes out at -0.369 Eh. For the molar mass, the calculation gives 104.149 g mol⁻¹. The calculation puts the max |F| at 0.3 eV Å⁻¹. The HOMO-LUMO gap comes out at 0.399 hartree. The SMILES is CC[C@@H](O)[C@@H](C)O. Its relative energy (zero: lowest compared OMol25 entry of this formula, charge and spin) is 0.522 eV.

Last column: natural (NBO) charge in e.
Cartesian coordinates (Å):
C: 2.319 0.200 1.360  -0.607
C: 0.867 0.571 1.076  -0.420
C: 0.337 -0.071 -0.208  0.084
O: 0.451 -1.482 -0.174  -0.724
C: -1.124 0.305 -0.482  0.079
C: -1.586 -0.135 -1.864  -0.639
O: -1.869 -0.360 0.539  -0.742
H: 2.434 -0.887 1.419  0.220
H: 2.986 0.564 0.569  0.199
H: 2.661 0.634 2.306  0.207
H: 0.226 0.263 1.912  0.210
H: 0.768 1.663 0.988  0.198
H: 0.949 0.262 -1.056  0.173
H: -0.287 -1.775 0.384  0.478
H: -1.240 1.396 -0.378  0.162
H: -1.410 -1.208 -1.993  0.227
H: -2.654 0.073 -2.005  0.201
H: -1.040 0.404 -2.646  0.219
H: -2.788 -0.416 0.253  0.475



This record from the Open Molecules 2025 dataset describes one molecule with the formula C5H8. The level of theory is ωB97M-V/def2-TZVPD.

Its LUMO energy is 1.122 eV. The calculation puts the total energy at -5312.745 eV. The HOMO energy comes out at -0.363 Eh. For the molar mass, the calculation gives 68.119 g mol⁻¹. The calculation puts the max |F| at 2.8 eV Å⁻¹. The HOMO-LUMO gap comes out at 0.404 hartree. The SMILES is C#CC(C)C. Its relative energy (zero: lowest compared OMol25 entry of this formula, charge and spin) is 1.422 eV.

Last column: natural (NBO) charge in e.
Cartesian coordinates (Å):
C: -0.825 -1.234 -0.127  -0.587
C: -0.118 -0.019 0.426  -0.315
C: -0.665 1.287 -0.125  -0.588
C: 1.300 -0.125 0.132  0.019
C: 2.495 -0.067 -0.105  -0.271
H: -0.731 -1.383 -1.197  0.211
H: -1.910 -1.237 0.076  0.207
H: -0.376 -2.103 0.287  0.214
H: -0.233 -0.059 1.538  0.228
H: -0.286 2.129 0.483  0.216
H: -0.428 1.492 -1.171  0.218
H: -1.789 1.282 -0.029  0.206
H: 3.566 0.037 -0.188  0.242